Here is C14H39N3O15SZn2 as an isolated structure from the Open Molecules 2025 dataset. Energies are from ωB97M-V/def2-TZVPD.

- highest occupied orbital energy (eV) = -13.56
- DFT total energy (Ha) = -5805.80859
- total charge = +2

```
74
Properties=species:S:1:pos:R:3:forces:R:3:mulliken_charge:R:1
Zn -1.582 1.100 -2.399 -1.48 0.65 1.88 1.070
Zn -1.313 0.162 3.374 1.11 0.10 -0.01 0.611
S -0.021 0.063 0.353 3.37 -0.47 -3.06 -0.456
O 0.426 -1.308 0.173 -1.30 0.45 1.45 -1.394
O -0.985 0.366 -0.747 -0.66 -0.05 0.70 1.565
O -0.699 0.342 1.659 -1.66 0.11 0.96 0.385
O 1.121 0.965 0.286 -1.44 -0.08 0.47 -0.806
C -2.921 -4.148 -1.679 1.88 -0.62 0.33 -0.651
C -2.009 -2.961 -1.430 -0.37 0.38 0.53 0.551
O -0.669 -3.369 -1.186 -0.45 0.41 0.12 -0.577
O -2.358 -4.899 -2.733 -0.89 0.07 -0.69 -0.561
H -3.952 -3.851 -1.853 0.04 -0.08 -0.47 0.332
H -2.887 -4.790 -0.789 -0.29 0.28 0.24 0.348
H -2.369 -2.452 -0.519 -0.14 0.21 -0.11 0.049
H -1.998 -2.243 -2.264 -0.34 -0.15 -0.12 -0.053
H -0.315 -2.565 -0.756 0.43 -0.79 0.03 0.129
H -1.456 -5.144 -2.502 -0.02 0.04 0.13 0.348
C 1.997 0.035 3.834 1.23 0.40 -0.42 1.708
C 2.480 1.353 4.417 -1.34 -0.33 1.58 -0.294
O 1.448 1.798 5.314 -0.96 0.82 -0.45 -0.515
O 2.130 -1.038 4.736 0.05 0.25 -0.34 -0.496
H 2.485 -0.100 2.861 0.15 -0.76 0.15 -0.017
H 0.939 0.222 3.565 -0.62 0.07 0.05 -1.234
H 2.640 2.127 3.671 -0.10 0.00 0.00 0.155
H 3.328 1.267 5.105 0.54 -0.51 -0.77 0.356
H 1.198 1.114 5.944 0.57 -0.11 0.15 0.336
H 1.277 -1.389 4.992 0.07 -0.18 0.07 0.392
C 1.409 -1.319 -2.579 0.97 -1.00 0.72 1.601
C 1.722 -1.055 -4.020 -0.35 1.87 -1.49 -0.863
O 0.863 -1.733 -4.919 0.40 -1.05 0.00 -0.489
O 1.990 -2.553 -2.144 -0.06 0.17 -0.07 -0.515
H 0.338 -1.429 -2.366 -0.16 0.61 -0.47 -0.590
H 1.861 -0.563 -1.926 -0.18 0.31 -0.24 -0.288
H 2.774 -1.148 -4.305 -0.05 -1.31 0.39 0.391
H 1.692 0.005 -4.341 -0.60 0.34 0.94 0.280
H 0.071 -1.232 -5.108 0.05 0.18 -0.01 0.263
H 1.284 -3.190 -1.985 -0.02 -0.10 -0.25 0.456
C 2.463 3.824 0.115 0.62 0.21 0.00 -0.371
C 3.753 3.068 0.278 -0.19 -1.13 -0.80 -0.448
O 3.622 1.718 -0.211 -0.46 -0.07 0.73 -0.617
O 1.551 3.579 1.179 -0.64 0.54 0.48 -0.641
H 1.988 3.582 -0.837 0.15 0.15 -0.18 0.134
H 2.799 4.862 0.135 -0.80 0.22 0.12 0.470
H 4.027 3.088 1.337 0.26 0.04 -0.08 0.207
H 4.521 3.504 -0.359 0.10 0.17 0.29 0.391
H 2.756 1.389 0.111 0.95 0.19 -0.39 0.566
H 1.208 2.682 1.115 0.36 -0.22 -0.30 0.245
O -3.572 0.461 -2.076 1.35 0.28 -0.83 -0.609
C -4.275 0.072 -1.133 -1.31 -0.41 0.66 0.831
N -3.964 0.359 0.142 1.45 0.45 -0.56 -0.189
C -5.589 -0.579 -1.422 -0.20 -0.54 -0.46 -1.236
H -3.027 0.733 0.200 0.10 0.11 0.32 -0.050
H -4.336 -0.017 0.994 -0.71 -0.34 -0.36 0.256
H -6.344 0.208 -1.476 -0.03 -0.02 -0.01 0.333
H -5.935 -1.350 -0.734 0.27 0.33 0.48 0.436
H -5.552 -1.089 -2.383 0.12 0.33 -0.15 0.335
O -1.819 2.904 -1.473 0.74 -0.23 -0.72 -0.584
C -2.346 3.676 -0.644 -1.09 -0.59 -0.67 0.753
N -1.737 4.028 0.481 -0.28 -0.38 -0.18 -0.211
C -3.757 4.210 -0.871 0.80 -0.22 0.97 -1.332
H -2.333 4.377 1.214 0.40 0.53 0.06 0.219
H -0.765 3.793 0.661 0.09 0.08 0.07 0.137
H -4.186 3.955 -1.833 0.35 0.20 -0.17 0.346
H -3.681 5.277 -0.661 -0.48 0.10 -0.36 0.421
H -4.406 3.767 -0.110 -0.02 0.09 0.08 0.371
O 4.960 -2.634 0.878 -0.22 0.01 -0.22 -0.532
C 3.751 -2.452 0.923 0.99 -0.32 0.95 0.827
N 3.202 -1.323 0.454 -0.69 0.40 0.26 0.320
C 2.924 -3.421 1.764 -0.56 0.32 -0.43 -0.742
H 2.189 -1.232 0.361 0.84 -0.26 -0.08 -0.413
H 3.816 -0.570 0.175 0.05 -0.12 -0.31 0.169
H 2.793 -2.939 2.735 0.18 -0.06 0.08 0.151
H 3.439 -4.368 1.882 0.07 0.06 -0.05 0.343
H 1.923 -3.579 1.356 0.06 -0.04 -0.18 0.188
```
Positions in Å, forces in eV/Å.


Here is C14H40O18S2V2 as an isolated structure from the Open Molecules 2025 dataset. Energies are from ωB97M-V/def2-TZVPD.

- highest occupied orbital energy (eV) = -2.52
- DFT total energy (Ha) = -4596.27665
- total charge = -2

```
76
Properties=species:S:1:pos:R:3:forces:R:3:mulliken_charge:R:1
O 36.024 -15.210 14.849 0.93 0.37 1.99 -0.634
V 36.048 -15.384 16.444 -5.71 -1.39 -2.80 1.645
O 36.354 -13.992 17.123 1.19 -0.03 0.48 -0.708
O 32.522 -18.586 12.882 -0.75 0.39 -0.12 -0.560
V 32.682 -17.303 13.852 2.60 0.69 1.29 0.977
O 33.932 -16.503 13.288 -1.06 -0.62 -0.10 -0.259
S 34.390 -18.380 16.599 -0.77 0.97 2.04 1.336
O 34.883 -19.709 16.940 0.32 0.02 -0.97 -0.763
O 33.734 -18.365 15.254 -0.69 -0.51 -1.15 -0.350
O 33.499 -17.866 17.617 -0.12 -0.50 -0.30 -0.635
O 35.540 -17.404 16.456 1.89 1.12 0.31 -0.543
S 32.450 -14.954 16.475 0.09 -1.09 3.07 1.139
O 31.708 -15.386 17.666 -0.96 0.47 -1.03 -0.729
O 32.146 -13.592 16.066 0.45 -0.14 -0.54 -0.710
O 33.865 -15.190 16.990 2.63 0.83 -1.44 -0.559
O 32.220 -15.911 15.347 -0.49 -0.45 -1.34 -0.648
C 34.881 -21.413 14.110 -0.44 -0.04 0.94 -0.252
O 34.874 -22.588 13.286 0.46 0.04 -0.28 -0.597
H 35.850 -20.921 14.148 0.11 -0.19 -0.59 0.269
H 34.117 -20.701 13.803 0.06 0.16 -0.05 -0.167
H 34.705 -21.677 15.157 -0.19 0.04 -0.03 0.396
H 34.035 -23.029 13.429 -0.04 0.09 0.04 0.287
C 35.254 -19.249 11.256 -0.11 -0.11 0.37 0.050
O 36.532 -19.438 10.644 0.06 0.19 -0.38 -0.607
H 35.354 -19.146 12.337 -0.10 -0.05 0.00 -0.030
H 34.787 -18.332 10.902 0.21 0.03 -0.18 0.101
H 34.590 -20.086 11.028 -0.06 0.03 0.08 0.114
H 36.742 -20.373 10.672 -0.05 -0.01 0.16 0.300
C 31.050 -20.051 16.497 -0.02 0.15 0.62 -1.275
C 30.403 -19.592 15.209 0.13 -0.26 -0.28 1.167
C 28.912 -19.870 15.180 -0.57 -0.44 0.38 -1.615
O 30.659 -18.198 15.013 -0.49 -0.22 -0.24 -0.087
H 32.099 -19.773 16.556 0.00 -0.07 -0.20 0.077
H 30.947 -21.120 16.700 -0.05 -0.05 -0.29 0.375
H 30.575 -19.534 17.340 -0.03 0.03 -0.03 0.343
H 30.851 -20.088 14.344 0.21 0.11 0.04 -0.310
H 28.385 -19.404 16.020 0.14 0.38 -0.12 0.423
H 28.694 -20.932 15.341 0.29 -0.10 -0.20 0.405
H 28.428 -19.587 14.243 0.11 0.19 0.00 0.293
H 30.208 -17.744 15.737 0.53 0.48 0.06 0.188
C 29.046 -16.151 11.807 -0.70 0.54 0.35 -1.564
C 30.526 -16.162 11.491 0.15 0.34 0.12 1.467
C 30.926 -15.065 10.517 -0.38 -0.01 -0.33 -1.653
O 31.299 -15.939 12.672 -0.18 -0.74 0.35 -0.210
H 28.747 -16.933 12.504 0.21 -0.20 -0.14 0.173
H 28.417 -16.195 10.914 0.19 -0.30 -0.12 0.424
H 28.741 -15.218 12.297 0.30 0.10 0.00 0.416
H 30.783 -17.162 11.140 0.36 0.11 -0.03 -0.231
H 32.005 -14.944 10.455 0.04 -0.29 -0.06 0.289
H 30.528 -14.103 10.859 -0.08 -0.04 0.04 0.397
H 30.508 -15.255 9.526 0.10 0.05 -0.05 0.439
H 31.255 -15.008 12.921 0.17 -0.08 0.43 0.175
C 31.299 -20.966 10.326 0.72 1.12 0.99 -1.098
C 29.949 -21.017 11.049 0.44 -1.32 -1.50 0.696
C 29.124 -19.749 11.035 1.06 -0.32 0.19 -0.605
O 29.212 -22.012 10.280 -0.88 0.04 0.15 -0.611
H 32.010 -20.280 10.798 -0.15 0.06 0.34 0.040
H 31.221 -20.585 9.307 -0.39 -0.37 -0.12 0.311
H 31.799 -21.936 10.360 -0.18 -0.11 -0.22 0.387
H 30.054 -21.426 12.057 0.12 0.33 0.12 0.091
H 28.076 -20.036 11.076 -0.08 0.33 0.17 0.364
H 29.355 -19.170 10.140 -0.27 -0.02 -0.08 0.363
H 29.476 -19.180 11.897 -0.44 0.26 0.03 -0.278
H 29.648 -22.862 10.374 0.14 0.07 0.03 0.331
C 34.167 -13.258 9.343 -0.01 0.08 -0.52 -1.347
C 34.363 -12.944 10.817 0.69 -0.32 0.26 0.626
C 35.342 -13.894 11.496 -0.46 0.30 -0.08 -0.868
O 34.787 -11.592 10.970 -0.44 0.43 0.00 -0.590
H 33.916 -14.300 9.135 -0.17 -0.01 0.26 0.303
H 35.071 -13.072 8.751 0.15 0.10 0.25 0.432
H 33.392 -12.612 8.926 -0.07 -0.08 0.00 0.292
H 33.406 -13.047 11.333 -0.02 0.32 0.02 0.115
H 36.345 -13.756 11.079 -0.05 -0.42 -0.30 0.385
H 34.910 -14.886 11.359 0.64 -0.32 0.13 0.030
H 35.444 -13.711 12.565 -0.30 0.00 0.03 0.308
H 35.668 -11.511 10.592 0.05 -0.14 0.03 0.354
```
Positions in Å, forces in eV/Å.


Here is C14H41B2Cl4F7LiMgN5O10PSSi as an isolated structure from the Open Molecules 2025 dataset. Energies are from ωB97M-V/def2-TZVPD.

- highest occupied orbital energy (eV) = -5.25
- DFT total energy (Ha) = -5409.95484
- total charge = -1

```
88
Properties=species:S:1:pos:R:3:forces:R:3:mulliken_charge:R:1
C 1.971 3.802 -0.612 0.85 0.40 -0.97 -0.798
B 1.191 3.537 -2.027 -1.56 3.69 1.77 0.395
O 0.270 4.613 -2.458 2.90 -1.85 -0.32 -0.512
P 1.404 2.005 -3.167 -0.61 -0.50 -2.60 0.524
N 2.490 2.537 -4.504 -0.63 -0.47 1.48 -0.675
C -0.251 1.349 -3.887 0.60 0.95 -1.56 0.026
C -1.087 2.470 -4.703 -1.10 0.04 -0.33 -0.871
C -2.373 3.075 -3.889 0.11 -0.04 -0.38 0.200
C -3.366 1.926 -3.294 1.26 0.55 -0.18 -0.652
N -3.142 1.932 -1.791 -2.36 -0.28 -0.95 0.155
C -4.201 1.169 -1.072 0.51 -3.20 1.78 -0.123
N -3.918 -0.047 -0.594 -0.06 3.83 -1.66 -0.098
N -5.587 1.698 -0.805 2.68 0.39 -1.85 -0.440
Si 2.406 0.269 -2.228 0.32 -3.63 1.45 0.150
C 1.114 -1.193 -2.074 2.14 -0.06 0.71 -0.683
C 3.059 0.571 -0.451 -0.36 0.52 0.30 -0.542
C 3.735 -0.357 -3.482 0.11 0.10 -0.96 -1.000
H 3.049 3.379 -0.747 -1.82 0.44 0.72 0.298
H 1.434 3.374 0.314 0.94 0.60 -1.41 0.289
H 2.104 4.960 -0.501 -0.54 -2.13 -0.06 0.257
H 0.801 5.133 -3.114 -0.95 -0.35 0.46 0.312
H 3.460 2.449 -4.126 -0.98 0.00 -0.81 0.328
H 2.358 1.939 -5.338 0.23 0.45 0.72 0.324
H -0.859 0.782 -3.072 0.96 0.60 -1.08 -0.773
H 0.066 0.530 -4.662 -0.43 1.32 1.64 0.363
H -1.540 1.922 -5.637 0.86 0.77 1.61 0.585
H -0.437 3.332 -5.141 -0.71 -1.40 0.89 0.571
H -2.975 3.741 -4.655 0.63 -1.05 1.60 -0.052
H -2.094 3.762 -3.008 -0.24 -1.04 -1.53 0.173
H -3.048 0.885 -3.720 -0.87 1.67 0.54 0.226
H -4.438 2.233 -3.590 1.66 -0.83 0.86 0.428
H -2.186 1.613 -1.559 -1.08 -0.16 -0.03 0.050
H -2.920 -0.301 -0.814 -1.12 0.02 0.13 -0.002
H -5.491 2.733 -0.753 -0.18 -0.91 0.05 0.320
H -6.214 1.450 -1.601 0.68 0.12 0.89 0.276
H 0.778 -1.565 -3.108 0.66 0.63 1.89 0.285
H 1.674 -2.080 -1.554 -0.67 1.56 -0.75 0.245
H 0.210 -0.860 -1.417 2.18 -0.86 -1.11 0.176
H 3.228 -0.456 0.048 -0.13 1.61 -0.92 0.118
H 4.024 1.198 -0.432 -1.67 -1.01 0.24 0.301
H 2.206 1.087 0.163 1.78 -0.84 -1.00 0.128
H 4.789 0.090 -3.321 -1.66 -0.77 -0.46 0.272
H 3.324 -0.093 -4.546 1.06 -0.57 1.76 0.244
H 3.761 -1.510 -3.418 0.06 1.90 -0.01 0.339
Cl -1.327 -1.131 -2.634 -3.85 -0.20 -0.71 -0.556
O -5.577 -4.352 1.209 0.24 -0.02 0.15 -0.657
Cl -5.350 -3.009 0.711 -0.74 0.61 -0.79 1.622
O -6.416 -2.141 1.162 0.38 -0.37 0.01 -0.621
O -5.322 -3.030 -0.735 0.06 -0.19 0.43 -0.632
O -4.081 -2.518 1.214 0.12 -0.21 0.17 -0.527
C 0.889 -5.278 4.260 -0.22 -0.34 0.06 -1.335
C 2.386 -5.192 4.005 -0.77 0.59 0.76 0.129
C 2.870 -3.769 3.702 0.59 -0.07 -0.70 0.096
O 2.506 -3.408 2.367 0.25 -0.17 0.69 -0.483
C 1.312 -2.622 2.280 -0.49 0.19 -0.38 -0.112
N 2.704 -6.029 2.804 0.43 -0.27 -0.73 -0.241
H 0.302 -5.113 3.352 0.10 0.13 0.05 0.440
H 0.623 -6.270 4.640 0.01 0.07 -0.02 0.423
H 0.579 -4.542 5.008 0.18 0.00 -0.11 0.236
H 2.933 -5.614 4.852 0.02 0.10 -0.13 0.325
H 3.966 -3.759 3.731 0.01 0.02 -0.03 0.371
H 2.524 -3.047 4.443 -0.23 -0.18 0.06 -0.225
H 1.130 -2.031 3.182 0.16 -0.14 -0.02 0.076
H 0.463 -3.277 2.083 -0.14 0.17 0.06 0.288
H 1.415 -1.942 1.430 0.06 -0.12 0.10 -0.038
H 2.221 -6.933 2.792 0.05 0.25 0.15 0.358
H 3.711 -6.192 2.710 -0.17 -0.02 0.08 0.362
H 2.427 -5.491 1.964 -0.09 0.17 0.26 0.336
Li -2.199 4.059 -6.258 0.79 0.04 -0.46 0.465
C -0.298 -0.304 6.218 -2.60 -2.33 0.31 0.539
F -1.177 -0.698 7.171 1.36 0.67 -0.78 -0.203
F -0.880 -0.624 5.028 0.09 -0.58 1.78 -0.143
F -0.299 1.111 6.279 -0.27 -0.59 0.85 -0.145
S 1.402 -1.086 6.441 2.96 -0.69 1.16 1.188
O 1.169 -2.529 6.356 -0.78 0.86 -0.36 -0.615
O 1.856 -0.651 7.757 -1.20 0.05 -1.08 -0.666
O 2.230 -0.576 5.350 -0.57 -0.85 0.57 -0.640
O 4.598 1.085 1.798 0.26 -0.12 0.64 -0.578
H 4.224 1.229 2.679 0.06 0.01 -0.13 0.297
H 5.078 0.251 1.883 -0.10 0.19 0.01 0.289
Mg -3.743 4.493 -8.350 0.24 0.10 -0.39 0.104
Cl -0.755 4.713 -8.679 -0.87 -0.26 0.85 -0.750
Cl 0.523 1.216 4.522 0.99 3.21 -2.84 0.137
B -3.467 3.235 2.289 -0.52 -0.41 0.39 0.589
F -3.716 3.513 0.896 0.22 -0.11 0.80 -0.416
F -4.153 2.029 2.668 0.76 1.25 -0.38 -0.409
F -2.050 3.062 2.490 -0.75 0.18 -0.20 -0.420
F -3.943 4.333 3.094 0.50 -0.81 -0.72 -0.387
```
Positions in Å, forces in eV/Å.